Record 1
Density functional theory data (ωB97M-V/def2-TZVPD) for C46H55BBrClF4N5O4PdS as an isolated structure.

For the maximum force, the calculation gives 0.72 eV/Å. Its total charge is +1. As for the spin multiplicity: 1. The total energy is -172661.209 eV. The relative energy (zero: lowest compared OMol25 entry of this formula, charge and spin) comes out at 0.0 kJ/mol. As for the LUMO energy: -5.89 eV.

```
119
Properties=species:S:1:pos:R:3:forces:R:3:mulliken_charge:R:1
Pd -0.60714 -0.63404 1.32680 -0.3 0.0 0.5 1.44
C -1.11043 5.64269 3.42328 0.0 0.0 0.1 -1.53
C -2.15009 6.02676 2.33375 0.0 0.1 0.0 1.75
C -3.39770 6.59749 3.00914 0.0 0.0 0.0 -2.14
C -1.55186 7.09800 1.39802 0.0 0.0 0.0 -1.66
C -2.40130 4.75727 1.57890 0.0 0.0 0.1 0.14
C -1.33025 4.23149 0.79442 0.0 0.1 0.0 0.11
C -1.46524 3.03266 0.21171 -0.3 -0.2 0.0 -0.52
Br -0.12092 2.26392 -0.78210 0.0 0.0 -0.2 0.00
C -2.72034 2.20555 0.41876 0.0 -0.4 0.2 0.24
O -2.72866 1.03739 0.12812 0.1 0.7 -0.3 0.05
C -3.88752 2.86435 1.12863 0.2 0.0 0.0 -0.09
C -3.64839 4.08443 1.67676 0.1 -0.1 0.0 -0.60
C -5.24963 2.21374 1.24835 0.0 0.0 0.0 1.97
C -6.20637 3.06425 0.37790 0.0 0.0 0.0 -1.71
C -5.70012 2.26946 2.72463 0.0 0.0 0.0 -1.76
C -5.33257 0.75918 0.77755 0.0 -0.1 0.0 -2.20
H -0.87631 6.54506 3.99148 0.0 0.0 0.0 0.49
H -0.18472 5.25774 2.99451 0.0 0.0 0.0 0.36
H -1.50800 4.89222 4.10859 0.0 0.0 -0.1 0.32
H -3.12579 7.51997 3.52135 0.0 0.0 0.0 0.46
H -3.80494 5.91936 3.76106 0.0 0.0 0.0 0.41
H -4.17940 6.84046 2.28578 0.0 0.0 0.0 0.46
H -1.44175 8.02179 1.96694 0.0 0.0 0.0 0.48
H -2.20864 7.29977 0.54919 0.0 0.0 0.0 0.40
H -0.56569 6.82969 1.02103 0.0 0.0 0.0 0.30
H -0.40538 4.78207 0.70388 0.0 0.0 0.0 0.51
H -4.43512 4.56791 2.23214 0.0 0.0 0.0 0.63
H -6.23191 4.10763 0.69631 0.0 0.0 0.0 0.36
H -7.21304 2.65186 0.47194 0.0 0.0 0.0 0.45
H -5.92176 3.02720 -0.67599 0.0 0.0 0.0 0.40
H -5.86318 3.28742 3.07724 0.0 0.0 0.0 0.42
H -4.97110 1.78379 3.37589 0.0 0.0 0.0 0.38
H -6.64681 1.73602 2.81715 0.0 0.0 0.0 0.48
H -5.13228 0.65341 -0.29002 0.0 0.0 0.0 0.43
H -6.35221 0.41604 0.96220 0.0 0.0 0.0 0.59
H -4.64714 0.10965 1.31909 0.0 0.0 0.0 0.39
C -5.41660 -1.66477 -4.28408 0.0 0.0 0.0 -1.59
C -4.68881 -1.83645 -2.97908 0.0 0.0 0.0 1.00
C -3.41713 -1.29491 -2.79434 0.0 0.0 0.0 -1.04
C -2.72613 -1.47999 -1.60996 0.0 0.0 0.0 -0.59
C -3.31675 -2.21647 -0.59119 0.0 0.0 0.0 0.32
C -4.57789 -2.77147 -0.75022 -0.1 0.0 0.1 -0.56
C -5.25749 -2.57229 -1.94039 0.0 0.0 -0.1 -0.81
S -2.47884 -2.47562 0.93816 0.1 -0.2 -0.2 1.54
O -3.00461 -3.66338 1.52214 0.0 0.1 0.1 -0.70
O -2.57368 -1.21051 1.73244 0.1 0.0 -0.1 -0.71
N -0.90820 -2.47327 0.61802 -0.1 -0.3 -0.1 0.32
C -0.15860 -3.68089 0.74331 0.0 0.3 0.1 -0.56
C -0.35173 -4.72285 -0.12051 0.0 0.1 -0.2 -0.14
C 0.41005 -5.90572 -0.01443 0.1 0.0 0.1 -1.03
C 1.37131 -6.03047 0.94787 0.0 0.0 0.0 -0.99
C 1.57646 -4.97956 1.87635 0.0 -0.1 0.0 1.02
C 2.51335 -5.05937 2.93735 0.0 -0.1 -0.1 -0.82
C 2.60135 -4.04512 3.84035 0.0 0.1 0.1 -0.87
C 1.74332 -2.93059 3.69114 0.0 0.0 0.0 -0.30
N 0.88869 -2.80582 2.71153 0.0 0.0 -0.1 -0.21
C 0.79706 -3.80713 1.79468 -0.1 0.0 0.2 0.51
H -5.05710 -0.79232 -4.82876 0.0 0.0 0.0 0.38
H -6.49017 -1.55829 -4.12647 0.0 0.0 0.0 0.41
H -5.26482 -2.53887 -4.92169 0.0 0.0 0.0 0.31
H -2.95782 -0.72962 -3.59652 0.0 0.0 0.0 0.42
H -1.73796 -1.06129 -1.47462 0.0 0.0 0.0 0.45
H -5.01429 -3.35824 0.04971 0.0 0.0 -0.1 0.54
H -6.24310 -3.00390 -2.06869 0.0 0.0 0.0 0.44
H -1.08991 -4.62865 -0.90918 0.0 0.0 0.0 0.54
H 0.23244 -6.70951 -0.71721 0.0 0.0 0.0 0.43
H 1.97037 -6.93078 1.02604 0.0 0.0 0.0 0.45
H 3.13911 -5.94096 3.02339 0.0 0.0 0.0 0.44
H 3.29716 -4.08379 4.66784 0.0 0.0 0.0 0.42
H 1.76421 -2.12008 4.41599 0.0 0.0 -0.1 0.49
C 3.53466 -4.00192 -1.55198 0.0 0.0 0.0 -1.91
C 4.29618 -2.79764 -2.13192 0.0 0.0 0.1 2.92
C 5.16830 -3.35157 -3.27033 0.0 0.0 0.0 -2.09
C 3.30554 -1.81160 -2.76393 0.0 0.0 0.0 -1.58
C 5.20346 -2.15427 -1.02363 0.0 0.0 -0.1 1.85
O 6.13777 -3.16676 -0.59809 0.0 0.0 0.0 -0.70
C 6.06076 -0.93678 -1.45042 0.0 0.0 0.0 -1.48
C 5.57146 0.51561 -1.31375 0.0 0.0 0.0 -1.28
C 4.73521 1.05103 -2.44929 0.0 0.0 0.0 -0.02
C 3.45644 1.54765 -2.23393 -0.1 0.0 0.0 0.46
C 2.68428 2.02457 -3.28629 0.0 0.0 0.1 -1.03
C 3.19878 2.00687 -4.56994 0.0 0.0 0.0 0.24
Cl 2.23030 2.58926 -5.88780 0.0 0.0 0.0 -0.24
C 4.48228 1.54459 -4.81006 0.1 0.0 0.0 -0.76
C 5.23960 1.07841 -3.74719 0.1 0.0 0.0 -0.15
C 4.51672 -1.94507 0.34414 -0.1 0.0 0.0 -2.57
N 3.35339 -1.06271 0.50313 0.1 0.0 0.0 2.07
C 2.07472 -1.33897 0.29618 0.0 0.0 -0.1 -1.82
N 1.32712 -0.39591 0.83998 0.1 0.1 0.2 0.67
C 2.22527 0.46373 1.41150 0.0 0.0 0.0 -1.40
N 3.46243 0.08889 1.22102 -0.1 -0.1 0.0 -1.13
H 3.08623 -4.57051 -2.36980 0.0 0.0 0.0 0.55
H 2.71750 -3.73018 -0.88003 0.0 0.0 0.0 0.08
H 4.20827 -4.66548 -1.00764 0.0 0.0 0.0 0.34
H 4.51587 -3.70890 -4.07017 0.0 0.0 0.0 0.48
H 5.77156 -4.20323 -2.94852 0.0 0.0 0.0 0.55
H 5.82214 -2.59659 -3.71006 0.0 0.0 0.0 0.35
H 2.54842 -2.37316 -3.31869 0.0 0.0 0.0 0.60
H 3.80083 -1.14415 -3.46981 0.0 0.0 0.0 0.40
H 2.78909 -1.18251 -2.03937 0.0 0.0 -0.1 -0.05
H 6.79430 -3.28979 -1.29163 0.0 0.0 0.0 0.55
H 6.40496 -1.09528 -2.47453 0.0 0.0 0.0 0.40
H 6.94903 -1.01850 -0.82118 0.0 0.0 0.0 0.45
H 6.47634 1.12738 -1.25699 0.0 0.0 0.0 0.48
H 5.05663 0.67168 -0.36583 0.0 0.0 -0.1 0.56
H 3.05935 1.56376 -1.22196 0.0 0.0 0.0 0.54
H 1.68962 2.41796 -3.12438 0.0 0.0 0.0 0.39
H 4.88155 1.55752 -5.81591 0.0 0.0 0.0 0.43
H 6.24880 0.72619 -3.93833 -0.1 0.0 0.0 0.39
H 5.26038 -1.55310 1.03230 0.0 0.0 0.0 0.49
H 4.22508 -2.92779 0.70781 0.0 0.0 0.0 0.43
H 1.70214 -2.20277 -0.22446 0.0 0.0 0.0 0.92
H 1.94236 1.33262 1.99054 0.0 -0.1 -0.1 0.59
F -0.70021 1.32909 2.13519 0.1 -0.3 0.0 0.22
B -0.48294 1.65935 3.63329 0.1 0.0 -0.4 -0.04
F -1.63859 2.32261 3.98564 0.1 0.1 0.0 -0.30
F 0.64653 2.46305 3.60845 -0.2 0.0 0.1 -0.30
F -0.28943 0.46259 4.25530 0.0 0.0 0.0 -0.32
```
Positions in Å, forces in eV/Å.

Record 2
Density functional theory data (ωB97M-V/def2-TZVPD) for an isolated ion of composition C7H10N5 and charge +1 in a non-equilibrium geometry.

For the maximum force, the calculation gives 1.28 eV/Å. Its total charge is +1. As for the spin multiplicity: 1. The total energy is -14865.090 eV. The relative energy (zero: lowest compared OMol25 entry of this formula, charge and spin) comes out at 0.0 kJ/mol. As for the SMILES: N[C@H](n1ccnc1)n1cc[nH+]c1. As for the LUMO energy: -2.63 eV.

```
22
Properties=species:S:1:pos:R:3:forces:R:3:mulliken_charge:R:1
C 1.84748 1.06783 -1.09470 0.2 0.2 -0.5 -0.28
C -2.82688 -0.74511 1.52457 0.3 -0.3 -0.1 -0.58
C 1.68473 1.24832 -2.43574 0.5 0.3 0.3 -0.47
C -1.57975 -1.26375 1.37933 -0.2 -0.3 0.0 -0.11
C 0.06343 -0.00436 -1.68140 -0.3 -0.3 0.2 -0.12
C -1.54140 0.93553 1.31645 0.3 0.0 0.0 -0.06
C 0.64657 -0.15641 1.06325 0.4 0.8 -1.0 -0.08
N 0.82889 0.28259 -0.63909 -0.3 0.0 -0.1 0.06
N -2.77782 0.61862 1.47251 -0.4 0.5 0.0 -0.54
N 0.55855 0.57135 -2.78881 -0.3 -0.4 0.5 -0.03
N -0.72740 -0.18082 1.25064 -0.6 0.1 0.2 0.09
N 1.34556 -1.27663 1.33377 0.0 -0.4 0.3 -0.42
H 2.61075 1.45233 -0.45081 0.2 0.1 0.1 0.43
H -3.75923 -1.25268 1.66907 -0.1 -0.2 0.0 0.42
H 2.27582 1.79483 -3.14146 0.1 0.1 -0.1 0.40
H -1.23596 -2.27606 1.39508 0.1 -0.2 0.0 0.31
H -0.82255 -0.61097 -1.64671 -0.2 0.0 0.0 0.41
H -1.16017 1.93428 1.23713 0.2 0.2 0.0 0.39
H 1.10093 0.75607 1.45996 -0.1 -0.2 -0.1 0.49
H 0.15811 0.50922 -3.71489 0.0 0.0 0.1 0.22
H 2.34840 -1.22357 1.37658 0.0 0.0 0.0 0.26
H 0.96195 -2.18060 1.11526 0.0 0.0 0.0 0.18
```
Positions in Å, forces in eV/Å.